No. 1
The following is a quantum chemistry calculation of a structure of composition C16H26Br15N2O, from OMol25.

Results
E_LUMO   -3.131 eV
Energy   -1072656.8897 eV
Net charge   +1
ΔE to the lowest compared entry with this formula, charge and spin   249.8 kcal/mol
Frontier orbital gap   6.91 eV

Each line ends with the Mulliken charge.
CARTESIAN COORDINATES (ANGSTROEM)
C (2.2355, -2.4000, 0.5223)  0.0238
C (3.3520, -1.2987, 0.0428)  0.1483
O (3.7685, -0.3464, 1.0861)  -0.3910
C (2.6684, 0.6301, 1.3701)  -0.1972
N (3.0153, 2.0555, 0.9972)  -0.0765
C (3.3571, 2.2721, -0.4604)  -0.7389
C (2.1085, 2.0785, -1.5052)  -0.2937
C (0.7425, 2.8988, -1.1168)  -0.4702
C (-0.6280, 2.0630, -1.5865)  -0.5799
N (-1.0517, 1.1667, -0.4339)  0.4560
C (-1.1439, -0.3507, -0.4115)  -0.3780
C (-1.6168, -0.9176, 1.0832)  -0.6020
C (-1.8420, 0.3959, 2.0436)  -0.4967
C (-1.4767, 1.6191, 0.9633)  -0.3334
H (2.4297, -2.8423, 1.5882)  0.3153
H (2.1943, -3.2687, -0.2818)  -0.3188
H (1.1608, -1.8961, 0.5227)  -0.0965
H (2.9442, -0.7025, -0.8781)  -0.0852
H (4.3146, -1.8794, -0.2967)  0.2834
H (1.6287, 0.2886, 0.9551)  0.0451
H (2.5624, 0.6187, 2.5592)  0.3230
H (2.2645, 2.6737, 1.3761)  0.3899
H (3.8938, 2.2981, 1.5474)  0.4189
H (4.1770, 1.4582, -0.7561)  0.3316
H (3.8842, 3.3192, -0.5721)  0.3721
H (2.4778, 2.5265, -2.5483)  0.4048
H (1.8208, 0.9640, -1.7229)  0.0525
H (0.6720, 3.2518, -0.0033)  0.2166
H (0.7329, 3.8818, -1.7932)  0.3830
H (-1.4666, 2.8264, -1.9297)  0.1689
H (-0.2843, 1.3406, -2.4695)  0.3142
H (-0.9062, -1.0807, -1.3136)  0.3125
H (-1.7721, -2.0389, 1.4185)  0.3241
H (-2.1622, 0.4811, 3.1745)  0.4295
H (-1.5102, 2.7831, 1.1560)  0.2369
C (2.6316, -5.6164, -2.6450)  -0.3301
Br (2.8314, -5.9468, -0.7383)  -0.0466
Br (2.5282, -3.7151, -3.0431)  0.0098
Br (4.0211, -6.4986, -3.6819)  -0.0324
H (1.6769, -6.0589, -2.9479)  0.4180
C (2.5019, -6.2221, -7.2346)  0.1229
Br (0.6442, -6.4442, -6.7017)  -0.0218
Br (3.2198, -7.8368, -8.0478)  -0.0011
Br (2.7462, -4.6663, -8.3765)  -0.0086
H (3.0772, -6.0414, -6.3206)  -0.0986
C (-2.1197, 3.5643, 5.2498)  -0.3987
Br (-2.2491, 2.6215, 3.5531)  0.1404
Br (-3.0308, 2.6103, 6.6794)  0.0079
Br (-0.2746, 3.9717, 5.7125)  -0.0612
H (-2.6365, 4.5214, 5.1240)  0.3844
C (-7.2370, 1.2200, 5.6514)  -0.3488
Br (-7.0373, 0.8895, 7.5580)  -0.0096
Br (-7.3404, 3.1213, 5.2532)  -0.0063
Br (-5.8476, 0.3377, 4.6144)  0.0106
H (-8.1917, 0.7775, 5.3485)  0.3530
C (-4.5901, 2.1083, -1.3949)  -0.5365
Br (-4.6025, 3.7882, -2.3758)  -0.1027
Br (-4.7530, 0.5758, -2.5819)  -0.0945
Br (-3.0381, 1.9610, -0.2313)  0.3706
H (-5.4747, 2.1083, -0.7495)  0.3875

Force components x, y, z for each atom (eV/Å):
-0.6 0.5 -0.4
-0.1 -1.5 -1.0
-2.8 1.8 -0.7
-0.3 -3.0 2.5
1.4 -0.2 0.5
0.9 -0.3 -2.6
-0.3 0.7 -0.5
-0.5 0.8 -1.4
2.2 0.0 -0.1
3.5 -5.5 3.9
-0.7 0.4 3.5
0.6 5.2 -1.2
2.7 -1.6 -6.6
3.3 -2.4 3.0
-0.1 0.9 -2.1
0.2 1.9 1.8
2.2 -1.0 0.1
0.7 -1.2 1.6
-1.8 1.4 0.8
2.0 0.9 0.3
0.2 0.2 -2.6
0.5 -0.4 -0.6
-1.3 -0.4 -0.7
-1.8 1.8 1.0
-1.4 -2.0 0.3
-0.6 -1.1 2.4
0.8 2.0 0.8
0.0 -0.8 -2.0
0.1 -2.0 1.7
1.7 -1.9 0.9
-1.1 1.6 1.9
-0.6 2.2 1.9
0.4 2.6 -1.1
0.8 -0.7 -3.1
1.0 -2.9 -0.1
-0.2 -0.3 -0.1
0.0 0.0 -0.5
0.1 -0.4 0.0
-0.3 0.3 0.3
0.4 0.2 0.1
0.2 0.0 0.1
0.4 0.1 -0.1
-0.2 0.5 0.2
-0.1 -0.4 0.3
-0.3 -0.1 -0.4
-0.4 0.4 0.2
-0.2 1.7 1.8
0.3 0.2 -0.5
-0.4 -0.2 -0.2
0.3 -0.4 0.1
-0.2 0.0 0.0
0.0 0.1 -0.5
0.1 -0.5 0.1
-0.3 0.2 0.2
0.5 0.2 0.1
-1.9 0.6 0.0
0.1 -0.3 0.1
0.2 0.3 0.3
-9.3 1.8 -3.0
0.1 0.0 -0.5

No. 2
The following is a quantum chemistry calculation of an isolated molecule of C11H15NOS2, from OMol25.

Results
E_LUMO   0.379 eV
Energy   -36855.0312 eV
ΔE to the lowest compared entry with this formula, charge and spin   88.6 kcal/mol
Frontier orbital gap   8.92 eV

Each line ends with the Mulliken charge.
CARTESIAN COORDINATES (ANGSTROEM)
C (-0.1365, -1.6309, 1.9334)  -0.6656
C (1.2018, -1.9455, 1.1398)  -0.5963
C (1.5179, -0.9879, -0.0150)  -0.0616
C (0.7429, -1.3209, -1.3068)  -0.2749
C (1.0782, -0.4425, -2.4943)  -0.9995
C (-1.5464, 1.2474, -0.8759)  0.2031
C (-2.5242, 0.7522, -0.0491)  -0.2455
C (-2.4612, 1.1244, 1.3529)  -0.4321
C (-1.3953, 1.9681, 1.7830)  -0.3504
C (-0.3534, 2.4516, 0.8631)  -0.3591
C (-0.4456, 1.9771, -0.3510)  -0.0110
H (-0.3422, -2.5016, 2.6325)  0.3312
H (-0.6783, -1.4989, 1.0083)  0.0936
H (-0.1459, -0.6819, 2.5606)  0.1923
H (1.0702, -3.0651, 0.7119)  0.2255
H (2.1564, -1.9305, 1.7798)  0.3232
H (1.2426, 0.0440, 0.3117)  -0.1077
H (2.6201, -1.0718, -0.2735)  0.3539
H (1.0373, -2.3962, -1.5962)  0.3904
H (-0.3458, -1.3435, -1.2297)  0.2286
H (0.7652, -0.9689, -3.3793)  0.3522
H (2.1134, -0.0968, -2.5213)  0.4243
H (-3.4123, 0.1365, -0.4714)  0.2847
H (-3.3016, 0.8761, 2.1095)  0.2806
H (-1.4300, 2.4051, 2.8349)  0.2971
H (0.5522, 2.8491, 1.2768)  0.4403
N (0.4499, 0.9059, -2.6885)  -0.1836
O (2.2444, 2.1195, -0.8162)  -0.5067
S (-1.2576, 0.7383, -2.6455)  -0.1238
S (0.9838, 2.2877, -1.5842)  0.4969

Force components x, y, z for each atom (eV/Å):
2.1 -0.1 0.3
1.3 -1.8 0.9
-0.3 0.1 -0.4
0.8 -1.2 -0.1
0.6 1.3 0.1
1.6 -0.8 -0.7
-1.6 -0.2 0.7
0.2 1.2 0.2
-0.8 0.7 0.1
-1.7 -1.5 4.4
0.3 -1.0 -4.5
-0.4 1.0 -1.3
-1.8 -0.1 0.6
0.3 -1.1 -1.0
0.4 2.4 1.0
-1.5 -0.3 -0.5
0.7 -0.6 -0.2
-1.3 0.5 0.4
-0.4 1.5 0.3
0.0 0.0 0.4
0.4 -0.2 -0.6
0.4 -1.1 -0.1
1.8 1.0 0.9
1.6 0.2 -1.6
0.2 -0.9 -1.5
0.2 0.7 0.0
-0.3 -0.2 1.6
-1.0 -0.6 -0.8
-0.6 1.4 1.1
-1.3 -0.2 0.2

> Which of these has the highest frontier orbital gap?

C11H15NOS2